Version a
Density functional theory data (ωB97M-V/def2-TZVPD) for one molecule with the formula C4H8N2OS.

```
! RIJCOSX wB97M-V def2-TZVPD def2/J DEFGRID3
* xyz 0 1
C -1.85934 -0.75035 1.19408
C -1.60079 0.02855 0.09416
C 0.73716 0.02142 -0.13538
C -0.30606 0.88584 0.41728
H -1.86927 0.05961 2.00659
H -2.91160 -1.02644 1.04344
H -1.46684 -1.70213 1.52659
H -2.42873 0.62502 -0.28060
H -1.44793 -0.28322 -1.91410
H 0.60895 -1.44801 -1.67105
H -0.16286 1.27623 1.38665
H 0.60123 2.47671 -0.43538
N -1.27268 -0.87282 -1.01878
N 0.15762 -0.86460 -0.91343
O -0.34540 2.04040 -0.40739
S 2.36374 -0.32824 0.35635
*
```

SMILES: C[C@@H]1NNC(=S)[C@H]1O
Lowest unoccupied orbital energy, eV: 0.3
Frontier orbital gap, eV: 8.613

---

Version b
Density functional theory data (ωB97M-V/def2-TZVPD) for one molecule with the formula C4H8N2OS.

```
! RIJCOSX wB97M-V def2-TZVPD def2/J DEFGRID3
* xyz 0 1
C -1.07649 -1.31383 -0.38763
C -1.69738 -0.19026 0.48797
C -0.67284 1.80532 -0.20580
C 1.09292 -1.16616 0.60575
H -0.95829 -0.97127 -1.46951
H -1.76501 -2.15087 -0.46316
H -1.10811 -0.16180 1.42913
H -2.73256 -0.39141 0.73084
H -0.70361 2.83704 -0.66491
H 1.22151 2.28414 0.48040
H 0.85350 -0.77393 1.67307
H 2.02532 -1.75465 0.58645
N -1.72157 1.09302 -0.17033
N 0.60612 1.51026 0.28818
O 0.07545 -1.99116 0.14114
S 1.53090 0.24866 -0.45363
*
```

SMILES: C1=N\CCOCSN/1
Lowest unoccupied orbital energy, eV: 0.7
Frontier orbital gap, eV: 9.776

---

Which structure loses on stability? version a does.